1.
Formula: C22H62BF4O8
Source: the Open Molecules 2025 dataset
Level of theory: ωB97M-V/def2-TZVPD

```
! RIJCOSX wB97M-V def2-TZVPD def2/J DEFGRID3
* xyz -1 1
F 150.391 141.231 38.734
F 148.895 142.906 38.207
F 148.426 141.510 39.938
F 150.086 143.063 40.074
O 151.571 145.324 39.509
O 146.758 140.745 41.670
O 151.177 138.699 39.955
O 148.393 142.871 35.652
O 152.094 142.302 44.192
O 147.373 138.481 37.165
O 146.212 141.068 37.820
O 147.257 145.271 39.494
C 144.065 138.416 38.563
C 142.827 137.566 38.904
C 149.672 141.878 43.906
C 144.820 141.062 38.005
C 148.496 141.520 35.419
C 140.653 136.574 37.843
C 147.436 136.682 38.899
C 147.724 145.052 40.764
C 151.906 147.228 38.043
C 151.388 138.607 42.404
C 144.713 138.951 39.786
C 146.976 146.021 41.774
C 144.376 140.163 36.772
C 146.010 139.677 39.666
C 151.013 146.075 38.478
C 146.965 139.437 42.116
C 141.925 137.365 37.649
C 145.706 139.025 42.762
C 150.543 138.851 41.115
C 150.974 142.323 43.244
C 147.175 138.109 38.482
C 148.992 141.315 33.883
B 149.484 142.117 39.207
H 151.357 141.763 42.339
H 153.006 146.953 37.874
H 143.958 139.083 37.676
H 149.271 141.112 36.007
H 145.503 139.682 43.723
H 142.289 138.077 39.805
H 148.621 142.081 43.261
H 149.745 138.348 41.070
H 146.757 138.976 39.502
H 144.644 139.131 36.714
H 149.895 141.957 33.730
H 146.639 141.391 38.568
H 147.047 138.618 41.473
H 148.785 142.971 36.583
H 149.986 139.802 41.239
H 140.145 136.896 38.732
H 147.715 139.434 42.922
H 147.486 140.941 41.022
H 144.771 140.459 35.780
H 143.262 140.343 36.661
H 146.141 138.347 38.785
H 148.199 141.721 33.182
H 146.954 139.387 37.146
H 143.092 136.551 39.407
H 149.622 140.770 44.122
H 149.345 140.351 33.483
H 150.859 138.783 43.473
H 150.649 139.330 39.384
H 146.717 136.019 38.316
H 146.276 140.392 40.554
H 151.568 147.724 37.167
H 150.744 145.448 37.559
H 147.667 144.522 39.002
H 141.531 138.299 37.395
H 147.180 145.703 42.991
H 146.026 146.141 41.840
H 147.696 138.881 39.272
H 147.397 146.900 41.728
H 144.417 142.080 37.955
H 150.670 143.348 43.117
H 149.431 142.277 44.921
H 142.462 136.851 36.899
H 140.882 135.464 38.072
H 147.315 136.363 39.981
H 150.164 146.587 38.743
H 140.146 136.511 36.997
H 144.605 140.582 38.934
H 148.750 145.104 40.763
H 151.826 148.095 38.904
H 147.622 141.031 35.392
H 152.296 139.216 42.369
H 148.376 136.441 38.747
H 145.961 140.311 38.793
H 144.829 138.150 40.505
H 145.763 138.154 43.334
H 144.701 137.679 38.058
H 143.972 139.644 40.124
H 151.166 144.558 39.645
H 144.876 138.773 42.071
H 152.908 142.182 43.613
H 147.694 144.055 40.997
H 151.710 137.559 42.225
*
```

## Properties
Frontier orbital gap ... 7.265 eV
Energy above the lowest of the compared OMol25 structures with the same formula, charge and spin ... 0.0 kcal/mol
Electronic energy ... -51732.415 eV

Mulliken atomic charge list, values in e, 5 entries:
1 F -0.34
2 F -0.29
3 F -0.62
4 F -0.38
5 O -0.53

---

2.
Formula: C6H14N5S
Source: the Open Molecules 2025 dataset
Level of theory: ωB97M-V/def2-TZVPD

```
! RIJCOSX wB97M-V def2-TZVPD def2/J DEFGRID3
* xyz 1 1
S 2.201 0.711 -1.316
N -0.736 1.705 1.522
N 0.487 1.076 -0.916
N 0.776 -3.024 -0.488
N -0.369 -1.079 -0.462
N 1.399 -1.355 1.046
C 3.181 1.165 0.233
C -2.998 0.019 -0.217
C -0.465 0.187 -0.747
C -0.911 2.318 2.478
C -1.885 0.609 -1.030
C 0.765 -1.798 0.063
H -2.537 -0.160 0.829
H -1.192 -1.621 -0.515
H 1.339 -3.709 -0.070
H -0.939 3.110 3.133
H 0.545 -3.334 -1.475
H 0.214 1.853 -1.381
H 3.255 0.324 0.901
H -1.994 0.329 -2.016
H -3.826 0.702 -0.216
H 1.849 -2.071 1.662
H 4.153 1.466 -0.153
H 2.730 1.976 0.603
H -3.084 -1.047 -0.464
H -1.958 1.648 -1.004
*
```

## Properties
Frontier orbital gap ... 9.878 eV
Energy above the lowest of the compared OMol25 structures with the same formula, charge and spin ... 58.4 kcal/mol
Electronic energy ... -24726.584 eV

Mulliken atomic charge list, values in e, 5 entries:
1 S 0.00
2 N -0.28
3 N -0.35
4 N -0.45
5 N -0.14

---

Which of these has the lowest electronic energy?
C22H62BF4O8

---

Which value of electronic energy does entry 2 give?
-24726.584 eV